# 1
Density functional theory data (the ωB97M-V functional and the def2-TZVPD basis) for a 12-piece molecular cluster, C6H32N2O11 overall at a distorted geometry.

## Properties
Net charge   0
F_max   3.0 eV/Å
Orbital gap   8.56 eV
SMILES   CCCc1cnc[nH]1.O.O.O.O.O.O.O.O.O.O.O
Relative energy (zero: lowest compared OMol25 entry of this formula, charge and spin)   117.1 kJ/mol
Electronic energy   -32242.879 eV

Last column: Mulliken charge in e.
CARTESIAN COORDINATES (ANGSTROEM)
C (3.295, -0.195, -2.252)  -1.37
C (1.863, 0.231, -1.978)  0.18
C (1.502, -0.373, -0.574)  -0.09
C (0.082, -0.612, -0.244)  -0.92
C (-0.714, 0.191, 0.537)  -0.13
N (-1.991, -0.399, 0.595)  -0.22
C (-1.925, -1.461, -0.191)  -0.59
N (-0.706, -1.574, -0.814)  0.46
H (3.356, -0.363, -3.336)  0.38
H (3.799, -1.051, -1.740)  0.31
H (3.950, 0.623, -1.981)  0.36
H (1.109, -0.138, -2.646)  0.04
H (1.743, 1.335, -1.896)  0.13
H (2.123, -1.236, -0.345)  0.26
H (1.925, 0.446, 0.142)  0.25
H (-0.564, 1.222, 0.921)  0.43
H (-2.565, -2.330, -0.214)  0.38
H (-0.674, -1.943, -1.767)  0.21
O (-1.423, -1.064, -4.736)  -0.62
H (-0.746, -1.727, -4.726)  0.35
H (-1.394, -0.282, -4.197)  0.29
O (-2.108, -1.579, 3.977)  -0.63
H (-2.254, -2.450, 3.578)  0.32
H (-2.575, -1.117, 3.252)  0.29
O (-2.820, 1.518, -2.511)  -0.67
H (-2.049, 1.079, -2.131)  0.36
H (-2.616, 2.159, -3.196)  0.31
O (0.304, -2.432, -3.278)  -0.72
H (1.146, -2.295, -3.724)  0.29
H (-0.200, -3.209, -3.523)  0.27
O (-2.017, 2.445, 2.978)  -0.74
H (-2.429, 2.420, 2.099)  0.35
H (-1.507, 1.637, 2.798)  0.44
O (0.334, 2.188, 4.473)  -0.69
H (-0.586, 2.032, 4.233)  0.30
H (0.668, 3.026, 4.148)  0.33
O (0.941, 0.283, 2.612)  -0.70
H (1.015, 0.847, 3.412)  0.35
H (0.461, -0.492, 2.954)  0.36
O (1.315, 4.052, -0.557)  -0.62
H (0.587, 4.624, -0.842)  0.32
H (1.913, 4.101, -1.312)  0.30
O (0.575, -3.258, 2.116)  -0.66
H (1.493, -3.248, 2.405)  0.34
H (0.483, -2.768, 1.292)  0.32
O (2.981, -1.405, 2.197)  -0.65
H (2.312, -0.692, 2.076)  0.42
H (3.220, -1.830, 1.373)  0.33
O (-3.575, 2.007, 0.402)  -0.70
H (-3.491, 1.090, 0.698)  0.40
H (-3.564, 1.970, -0.562)  0.31

# 2
Density functional theory data (the ωB97M-V functional and the def2-TZVPD basis) for a 9-piece molecular cluster, C6H32N2O8 overall at a distorted geometry.

## Properties
Net charge   0
F_max   1.6 eV/Å
Orbital gap   9.38 eV
SMILES   CC(C)CNCCN.O.O.O.O.O.O.O.O
Relative energy (zero: lowest compared OMol25 entry of this formula, charge and spin)   163.9 kJ/mol
Electronic energy   -26101.415 eV

Last column: Mulliken charge in e.
CARTESIAN COORDINATES (ANGSTROEM)
C (2.676, -1.645, 1.862)  -2.09
C (1.841, -1.033, 0.761)  1.32
C (2.765, -0.536, -0.380)  -1.06
C (1.051, 0.155, 1.283)  -0.84
N (-0.100, 0.506, 0.444)  0.54
C (-1.269, 0.935, 1.275)  -0.77
C (-2.585, 0.428, 0.655)  -0.58
N (-2.501, -1.058, 0.563)  -0.62
H (2.142, -1.860, 2.790)  0.57
H (3.182, -2.576, 1.567)  0.42
H (3.574, -1.074, 2.130)  0.40
H (1.214, -1.715, 0.177)  0.19
H (3.547, 0.154, -0.053)  0.42
H (3.222, -1.369, -0.923)  0.44
H (2.173, 0.033, -1.105)  -0.12
H (1.737, 1.019, 1.335)  0.31
H (0.749, 0.120, 2.337)  0.14
H (-0.421, -0.285, -0.096)  -0.20
H (-1.234, 2.026, 1.256)  0.44
H (-1.213, 0.490, 2.270)  0.30
H (-3.441, 0.771, 1.234)  0.41
H (-2.684, 0.903, -0.325)  0.29
H (-1.898, -1.149, -0.254)  -0.06
H (-3.348, -1.367, 0.085)  0.33
O (-1.675, -1.549, 3.474)  -0.65
H (-1.866, -1.467, 2.529)  0.42
H (-1.188, -2.327, 3.736)  0.29
O (2.211, 0.226, 4.673)  -0.67
H (1.297, 0.401, 4.900)  0.31
H (2.293, -0.370, 3.926)  0.25
O (-1.687, 3.531, -1.438)  -0.72
H (-0.735, 3.513, -1.257)  0.40
H (-2.074, 2.826, -0.909)  0.30
O (-0.578, -1.653, -2.179)  -0.60
H (0.169, -1.274, -2.711)  0.36
H (-0.714, -2.545, -2.513)  0.24
O (1.189, 2.824, -1.030)  -0.69
H (0.595, 2.096, -0.801)  0.30
H (1.187, 2.857, -1.991)  0.32
O (1.306, -0.505, -3.694)  -0.73
H (0.923, 0.382, -3.790)  0.33
H (2.168, -0.412, -3.278)  0.31
O (-2.891, -0.247, -2.255)  -0.57
H (-2.107, -0.818, -2.385)  0.43
H (-3.504, -0.571, -2.925)  0.29
O (-0.882, 0.962, -3.227)  -0.69
H (-1.254, 1.849, -3.133)  0.31
H (-1.364, 0.398, -2.608)  0.29

# 3
Density functional theory data (the ωB97M-V functional and the def2-TZVPD basis) for a 10-piece molecular cluster, C6H32O10 overall at a distorted geometry.

## Properties
Net charge   0
F_max   4.1 eV/Å
Orbital gap   10.74 eV
SMILES   CO.CO.CO.CO.CO.CO.O.O.O.O
Relative energy (zero: lowest compared OMol25 entry of this formula, charge and spin)   282.0 kJ/mol
Electronic energy   -27214.387 eV

Last column: Mulliken charge in e.
CARTESIAN COORDINATES (ANGSTROEM)
C (11.830, 12.851, 7.824)  -0.17
O (10.695, 13.391, 8.321)  -0.60
H (12.237, 13.445, 6.928)  0.23
H (12.667, 12.925, 8.571)  0.30
H (11.760, 11.823, 7.542)  -0.12
H (10.086, 12.692, 8.479)  0.40
C (6.112, 12.966, 4.285)  -0.73
O (7.005, 12.111, 4.966)  -0.39
H (5.564, 12.343, 3.564)  0.27
H (5.368, 13.546, 4.950)  0.24
H (6.570, 13.798, 3.724)  0.31
H (7.743, 12.572, 5.324)  0.31
C (5.671, 12.209, 8.796)  -0.73
O (6.749, 11.376, 8.398)  -0.54
H (6.099, 13.018, 9.410)  0.28
H (5.154, 12.630, 7.916)  0.22
H (5.006, 11.604, 9.401)  0.25
H (6.380, 10.712, 7.779)  0.32
C (4.730, 9.140, 5.785)  -0.73
O (5.879, 9.929, 6.298)  -0.41
H (3.808, 9.406, 6.316)  0.27
H (4.601, 9.301, 4.776)  0.34
H (5.042, 8.065, 5.962)  0.20
H (6.028, 10.709, 5.753)  0.31
C (7.842, 7.809, 7.876)  -0.10
O (9.165, 8.068, 7.626)  -0.50
H (7.434, 7.029, 7.225)  0.31
H (7.721, 7.588, 8.938)  0.31
H (7.230, 8.692, 7.662)  -0.28
H (9.412, 8.969, 7.853)  0.24
C (10.452, 5.673, 6.186)  -0.80
O (10.873, 6.980, 5.931)  -0.60
H (9.658, 5.339, 5.585)  0.32
H (11.218, 4.974, 5.856)  0.31
H (10.146, 5.451, 7.204)  0.28
H (10.290, 7.537, 6.470)  0.55
O (9.332, 13.274, 5.752)  -0.77
H (9.547, 13.581, 6.678)  0.40
H (9.959, 12.584, 5.572)  0.24
O (11.873, 9.520, 6.345)  -0.64
H (11.884, 9.550, 7.334)  0.24
H (11.968, 8.574, 6.119)  0.38
O (9.757, 10.241, 5.038)  -0.57
H (10.676, 10.011, 5.279)  0.37
H (9.259, 9.426, 4.990)  0.23
O (9.341, 10.957, 7.792)  -0.57
H (9.255, 10.949, 6.849)  0.23
H (8.445, 10.995, 8.129)  0.58

# 4
Density functional theory data (the ωB97M-V functional and the def2-TZVPD basis) for a 14-piece molecular cluster, C6H32O14 overall at a distorted geometry.

## Properties
Net charge   0
F_max   1.6 eV/Å
Orbital gap   9.16 eV
Relative energy (zero: lowest compared OMol25 entry of this formula, charge and spin)   0.0 kJ/mol
Electronic energy   -35408.176 eV

Last column: Mulliken charge in e.
CARTESIAN COORDINATES (ANGSTROEM)
C (1.004, -0.379, 3.253)  -0.69
C (1.118, 0.273, 2.032)  -0.42
C (0.927, -0.414, 0.838)  1.16
C (0.623, -1.763, 0.852)  -0.05
O (0.373, -2.272, -0.432)  -0.39
C (0.609, -2.502, 2.027)  -0.98
C (0.727, -1.743, 3.183)  -0.38
H (0.966, 0.130, 4.194)  0.34
H (1.548, 1.253, 1.919)  0.34
H (0.835, 0.096, -0.103)  0.16
H (-0.399, -2.864, -0.360)  0.16
H (0.506, -3.576, 2.035)  0.49
H (0.692, -2.277, 4.122)  0.36
H (-1.573, 3.147, 1.293)  0.24
H (-0.572, 2.199, 0.706)  0.39
O (-1.393, 2.202, 1.260)  -0.68
H (-1.329, 2.129, -2.449)  0.42
H (-0.120, 2.244, -3.322)  0.31
O (-0.622, 2.755, -2.669)  -0.73
H (3.329, -2.493, 0.005)  0.33
H (3.919, -2.326, -1.352)  0.39
O (4.149, -2.201, -0.418)  -0.76
H (-2.408, -0.216, 2.401)  0.39
H (-2.023, 0.342, 1.040)  0.21
O (-2.583, -0.334, 1.457)  -0.63
H (3.647, -0.567, -0.750)  0.30
H (3.833, 0.898, -1.154)  0.30
O (3.162, 0.292, -0.809)  -0.58
H (-2.632, -2.059, 0.713)  0.34
H (-2.909, -2.857, -0.627)  0.27
O (-2.276, -2.711, 0.078)  -0.62
H (0.328, 2.783, -1.278)  0.47
H (1.532, 2.147, -0.358)  0.21
O (0.698, 2.617, -0.375)  -0.79
H (1.911, -3.232, -2.959)  0.26
H (1.534, -2.310, -1.746)  0.42
O (2.092, -2.382, -2.550)  -0.73
H (-1.450, 1.856, 4.435)  0.26
H (-1.296, 1.464, 2.880)  0.43
O (-1.343, 1.148, 3.802)  -0.61
H (-3.568, 0.488, -1.891)  0.32
H (-2.264, 0.854, -1.175)  0.21
O (-3.122, 1.209, -1.451)  -0.63
H (-3.200, 2.983, -1.258)  0.39
H (-3.330, 3.749, 0.090)  0.28
O (-3.192, 3.868, -0.850)  -0.65
H (-0.957, -1.217, -1.529)  0.45
H (-0.044, -0.269, -2.246)  0.28
O (-1.003, -0.417, -2.086)  -0.62
H (2.156, 0.431, -2.187)  0.44
H (1.851, -0.524, -3.272)  0.32
O (1.540, 0.345, -2.962)  -0.71